A single C8H11Br2NO molecule in a non-equilibrium geometry, computed with ωB97M-V with the def2-TZVPD basis set.

Summary:
E = -152093.62078 eV
HOMO (alpha / beta) = -7.4 / -8.1 eV
Kohn-Sham gap (alpha / beta) = 0.251 / 0.301 hartree

Last columns: bonded neighbours and bond lengths (Å).
CARTESIAN COORDINATES (ANGSTROEM)
1 C -0.621 1.208 -1.620  C2 1.527, N9 1.378, O10 1.196
2 C -1.708 0.641 -0.710  C1 1.527, C4 1.586, H13 1.042, H14 1.128
3 C 0.288 -0.510 0.565  C4 1.574, C5 1.528, C6 1.580, H15 1.149
4 C -1.194 -0.651 0.054  C2 1.586, C3 1.574, C7 1.557, H16 1.106
5 C 0.982 0.783 0.136  C3 1.528, C8 1.462, N9 1.387
6 C 1.191 -1.627 -0.091  C3 1.580, Br11 1.903, Br12 1.998
7 C -2.160 -1.145 1.170  C4 1.557, H17 1.119, H18 1.147, H19 1.081
8 C 2.278 1.159 0.697  C5 1.462, H20 1.043, H21 1.151, H22 1.126
9 N 0.677 1.180 -1.157  C1 1.378, C5 1.387, H23 1.016
10 O -0.936 1.640 -2.689  C1 1.196
11 Br 1.479 -1.733 -1.969  C6 1.903
12 Br 2.867 -1.935 0.953  C6 1.998
13 H -2.129 1.229 0.041  C2 1.042
14 H -2.581 0.236 -1.298  C2 1.128
15 H 0.166 -0.697 1.693  C3 1.149
16 H -0.994 -1.341 -0.787  C4 1.106
17 H -2.433 -0.350 1.909  C7 1.119
18 H -1.561 -1.986 1.667  C7 1.147
19 H -2.876 -1.776 0.662  C7 1.081
20 H 2.116 2.095 1.130  C8 1.043
21 H 3.136 1.468 -0.005  C8 1.151
22 H 2.729 0.528 1.513  C8 1.126
23 H 1.284 1.585 -1.865  N9 1.016

A single C8H11BrO molecule in a non-equilibrium geometry, computed with ωB97M-V with the def2-TZVPD basis set.

Summary:
E = -80561.76725 eV
HOMO = -9.5 eV
Kohn-Sham gap = 0.353 hartree

Last columns: bonded neighbours and bond lengths (Å).
CARTESIAN COORDINATES (ANGSTROEM)
1 C 1.752 -1.433 -1.445  C2 1.307, H11 1.134, H12 1.032
2 C 1.348 -0.928 -0.309  C1 1.307, Br3 1.935, C4 1.501
3 Br 2.683 -0.087 0.811  C2 1.935
4 C -0.070 -0.717 0.136  C2 1.501, C5 1.495, C6 1.531, H13 1.187
5 C -1.014 -1.483 -0.734  C4 1.495, H14 1.071, H15 1.125, H16 1.106
6 C -0.257 0.782 -0.108  C4 1.531, C7 1.394, C9 1.409
7 C -0.312 1.265 -1.415  C6 1.394, O8 1.213, H17 1.099
8 O -0.245 2.400 -1.838  C7 1.213
9 C -0.625 1.640 0.948  C6 1.409, C10 1.503, H18 1.085
10 C -0.536 1.265 2.400  C9 1.503, H19 1.036, H20 1.099, H21 1.137
11 H 2.840 -1.469 -1.760  C1 1.134
12 H 1.189 -2.007 -2.092  C1 1.032
13 H -0.274 -0.882 1.294  C4 1.187
14 H -1.823 -0.821 -0.968  C5 1.071
15 H -1.409 -2.348 -0.135  C5 1.125
16 H -0.462 -1.945 -1.573  C5 1.106
17 H -0.377 0.423 -2.118  C7 1.099
18 H -0.766 2.658 0.600  C9 1.085
19 H -0.091 0.338 2.521  C10 1.036
20 H -1.549 1.250 2.827  C10 1.099
21 H -0.001 2.099 2.958  C10 1.137